(1)
The following is a quantum chemistry calculation of one molecule with the formula C12H15N3OS, from the Open Molecules 2025 dataset.

Cartesian coordinates (Å):
C1 1.210 1.922 3.392
C2 0.661 0.658 3.532
C3 1.072 -0.375 2.708
C4 2.021 -0.133 1.727
S1 2.576 -1.445 0.658
C5 0.993 -1.953 -0.097
C6 0.476 -0.910 -1.085
O1 0.119 0.312 -0.479
C7 -1.126 0.348 0.179
C8 -2.157 1.142 -0.642
N1 -2.458 0.464 -1.869
C9 -2.000 0.695 -3.112
N2 -2.463 -0.210 -3.940
C10 -3.215 -0.999 -3.149
N3 -3.234 -0.627 -1.891
C11 2.585 1.126 1.593
C12 2.177 2.151 2.427
H1 0.887 2.725 4.038
H2 -0.084 0.471 4.292
H3 0.658 -1.365 2.835
H4 1.207 -2.883 -0.621
H5 0.273 -2.144 0.698
H6 -0.367 -1.341 -1.643
H7 1.270 -0.656 -1.792
H8 -0.976 0.850 1.141
H9 -1.517 -0.659 0.359
H10 -3.077 1.247 -0.063
H11 -1.748 2.126 -0.882
H12 -1.350 1.506 -3.366
H13 -3.751 -1.852 -3.510
H14 3.333 1.294 0.834
H15 2.612 3.134 2.320

Properties
charge	0
orbital gap	9.19	eV
SMILES string	c1ccc(SCCOCCn2cncn2)cc1
F_max	0.85	eV Å⁻¹
HOMO	-8.44	eV
E	-30039.8538	eV
energy relative to the best compared isomer or geometry (same formula, charge and spin)	219.0	kJ/mol



(2)
The following is a quantum chemistry calculation of C12H15N9OOsS4Sb as an isolated structure in a non-equilibrium geometry, from the Open Molecules 2025 dataset.

Cartesian coordinates (Å):
Os1 0.085 0.020 -0.108
S1 2.916 2.821 2.540
Sb1 2.647 2.317 0.345
S2 2.345 -0.093 -0.051
S3 0.216 2.289 -0.171
S4 3.727 3.273 -1.449
N1 -2.848 1.966 -0.660
C1 -3.116 0.676 -0.462
N2 -4.390 0.332 -0.350
C2 -4.645 -0.962 -0.185
N3 -5.910 -1.344 -0.040
N4 -3.698 -1.927 -0.167
C3 -2.468 -1.505 -0.265
N5 -2.085 -0.214 -0.387
C4 -1.396 -2.526 -0.269
C5 -1.693 -3.872 -0.167
C6 -0.654 -4.789 -0.179
C7 0.644 -4.323 -0.303
C8 0.862 -2.962 -0.396
N6 -0.133 -2.073 -0.375
H1 -3.628 2.582 -0.810
H2 -1.915 2.277 -0.883
H3 -6.640 -0.655 -0.092
H4 -6.130 -2.319 0.042
H5 -2.727 -4.168 -0.081
H6 -0.858 -5.848 -0.095
H7 1.485 -5.000 -0.318
H8 1.866 -2.573 -0.480
C9 -0.699 1.516 5.669
N7 -0.351 0.792 4.463
C10 0.336 -0.482 4.434
C11 0.272 -0.829 2.953
O1 0.637 -1.858 2.433
N8 -0.299 0.239 2.289
C12 -0.644 1.147 3.210
N9 -1.244 2.294 2.892
H9 -0.703 0.818 6.502
H10 -1.699 1.942 5.579
H11 0.016 2.311 5.888
H12 -0.143 -1.235 5.060
H13 1.381 -0.387 4.740
H14 -1.236 2.548 1.916
H15 -1.262 3.042 3.564

Properties
charge	+1
2S+1	5
orbital gap (spin up / spin down)	7.23 / 4.53	eV
<S²>	6.0290
F_max	3.46	eV Å⁻¹
HOMO (spin up / spin down)	-10.78 / -10.61	eV
E	-80489.2046	eV



(3)
The following is a quantum chemistry calculation of C12H15P as an isolated structure in a non-equilibrium geometry, from the Open Molecules 2025 dataset.

Cartesian coordinates (Å):
C1 -3.273 0.972 0.315
C2 -3.746 -0.328 0.008
C3 -1.977 1.259 0.403
C4 -2.852 -1.318 -0.261
C5 -1.024 0.247 0.094
C6 -1.475 -1.034 -0.295
C7 1.304 -0.638 -0.465
C8 0.489 0.577 -0.247
C9 0.643 1.356 -1.548
C10 1.019 1.505 0.897
C11 2.635 -2.008 0.927
C12 2.695 -1.010 -0.247
P1 -0.340 -2.386 -0.803
H1 -4.018 1.798 0.655
H2 -4.816 -0.503 -0.202
H3 -1.826 2.280 0.769
H4 -3.177 -2.302 -0.674
H5 0.168 0.856 -2.346
H6 1.709 1.394 -1.816
H7 0.231 2.325 -1.588
H8 0.879 1.047 1.906
H9 0.379 2.379 0.919
H10 2.078 1.956 0.962
H11 3.556 -2.708 0.879
H12 1.671 -2.483 0.953
H13 2.708 -1.575 1.890
H14 3.074 -1.505 -1.180
H15 3.286 -0.153 0.093

Properties
charge	0
2S+1	3
orbital gap (spin up / spin down)	7.43 / 7.45	eV
<S²>	2.0236
F_max	4.32	eV Å⁻¹
HOMO (spin up / spin down)	-6.85 / -8.60	eV
E	-21970.9118	eV
energy relative to the best compared isomer or geometry (same formula, charge and spin)	0.0	kJ/mol



(4)
The following is a quantum chemistry calculation of a 2-piece molecular cluster, C12H16BrCl4F4NO4P overall in a non-equilibrium geometry, from the Open Molecules 2025 dataset.

Cartesian coordinates (Å):
C1 3.722 1.149 -0.151
C2 2.290 1.298 -0.574
C3 1.005 1.019 0.460
C4 0.614 -0.561 0.277
C5 1.022 -1.661 1.420
C6 2.597 -1.699 1.879
F1 3.566 -1.891 0.776
F2 2.961 -0.381 2.523
F3 2.904 -2.731 2.921
N1 0.402 -2.938 0.813
F4 1.323 -3.668 0.089
P1 -0.159 -4.211 1.975
O1 1.226 -5.173 2.536
O2 -1.141 -5.420 1.120
C7 -0.625 -2.634 -0.298
C8 -0.927 -1.006 -0.058
Br1 -2.252 -1.136 1.489
C9 -1.563 -0.319 -1.419
C10 -2.928 0.554 -1.163
C11 -2.689 1.935 -0.277
O3 -3.068 2.117 0.990
O4 -2.029 3.079 -0.956
H1 4.299 1.868 0.570
H2 4.322 0.208 -0.560
H3 1.998 1.588 -1.686
H4 1.335 1.334 1.537
H5 0.131 1.712 0.035
H6 1.194 -0.910 -0.701
H7 0.471 -1.646 2.471
H8 1.394 -4.938 3.496
H9 -0.431 -5.908 0.570
H10 -0.111 -2.594 -1.361
H11 -1.547 -3.345 -0.409
H12 -0.726 0.321 -1.974
H13 -1.843 -1.192 -2.171
H14 -3.843 -0.092 -0.751
H15 -3.297 0.935 -2.233
H16 -1.379 2.734 -1.658
C12 -1.643 6.840 -1.909
Cl1 -2.756 7.878 -2.835
Cl2 -1.012 5.554 -2.967
Cl3 -0.290 7.821 -1.293
Cl4 -2.517 6.107 -0.539

Properties
charge	+1
orbital gap	6.69	eV
F_max	8.88	eV Å⁻¹
HOMO	-10.98	eV
E	-162655.2274	eV



(5)
The following is a quantum chemistry calculation of C12H16BrI2O4 as an isolated structure in a non-equilibrium geometry, from the Open Molecules 2025 dataset.

Cartesian coordinates (Å):
C1 2.352 -2.051 -0.464
C2 2.396 -1.048 -1.592
I1 2.651 0.890 -0.835
C3 2.303 -1.343 -2.885
I2 2.552 0.376 -4.423
C4 2.040 -2.612 -3.392
Br1 3.415 -3.316 -4.573
H1 1.883 -1.636 0.425
H2 1.805 -2.923 -0.815
H3 3.367 -2.374 -0.213
H4 1.112 -2.706 -3.946
O1 -3.212 4.759 0.061
C5 -2.048 4.540 -0.129
O2 -1.613 3.781 -1.151
C6 -0.179 3.610 -1.085
C7 0.319 4.792 -0.259
C8 -0.858 5.024 0.684
H5 0.042 2.660 -0.600
H6 0.208 3.579 -2.099
H7 1.262 4.578 0.239
H8 0.458 5.665 -0.900
H9 -0.798 4.405 1.582
H10 -1.012 6.057 0.984
O3 -0.158 -0.664 2.088
C9 -0.768 -1.687 2.001
O4 -0.451 -2.639 1.095
C10 -1.349 -3.751 1.178
C11 -1.963 -3.670 2.576
C12 -1.955 -2.163 2.826
H11 -2.103 -3.638 0.396
H12 -0.777 -4.655 0.986
H13 -2.945 -4.133 2.630
H14 -1.310 -4.165 3.296
H15 -2.848 -1.665 2.446
H16 -1.816 -1.877 3.865

Properties
charge	-1
orbital gap	5.48	eV
F_max	1.00	eV Å⁻¹
HOMO	-3.07	eV
E	-107137.4325	eV



(6)
The following is a quantum chemistry calculation of one molecule with the formula C12H16BrNO2, from the Open Molecules 2025 dataset.

Cartesian coordinates (Å):
C1 -0.966 0.216 3.939
C2 -1.158 1.214 2.809
O1 0.073 1.388 2.145
C3 0.001 2.284 1.061
C4 1.392 2.473 0.454
C5 2.138 1.141 0.297
N1 1.315 0.112 -0.291
C6 1.276 -0.119 -1.620
O2 1.976 0.458 -2.426
C7 0.286 -1.175 -2.019
C8 -1.029 -1.110 -1.569
C9 -1.968 -2.038 -1.980
C10 -1.600 -3.053 -2.850
C11 -0.298 -3.136 -3.307
C12 0.635 -2.196 -2.897
Br1 2.420 -2.365 -3.523
H1 -1.901 0.075 4.473
H2 -0.635 -0.740 3.541
H3 -0.210 0.582 4.628
H4 -1.920 0.850 2.099
H5 -1.508 2.180 3.207
H6 -0.694 1.892 0.300
H7 -0.396 3.255 1.395
H8 1.988 3.122 1.094
H9 1.277 2.951 -0.520
H10 3.002 1.284 -0.355
H11 2.467 0.791 1.277
H12 0.669 -0.354 0.326
H13 -1.321 -0.308 -0.906
H14 -2.985 -1.970 -1.626
H15 -2.328 -3.781 -3.175
H16 0.001 -3.924 -3.981

Properties
charge	0
orbital gap	9.80	eV
SMILES string	CCOCCCNC(=O)c1ccccc1Br
F_max	0.46	eV Å⁻¹
HOMO	-9.12	eV
E	-88331.4622	eV
energy relative to the best compared isomer or geometry (same formula, charge and spin)	1.3	kJ/mol



(7)
The following is a quantum chemistry calculation of C12H16CdN7 as an isolated structure in a non-equilibrium geometry, from the Open Molecules 2025 dataset.

Cartesian coordinates (Å):
Cd1 -2.789 -15.584 -1.097
N1 -1.858 -13.481 -0.255
C1 -2.524 -12.529 -1.167
C2 -1.900 -12.063 -2.309
C3 -2.602 -11.333 -3.216
C4 -3.931 -10.959 -2.933
C5 -4.511 -11.314 -1.708
C6 -3.781 -12.110 -0.829
H1 -0.857 -13.516 -0.487
H2 -1.941 -13.322 0.770
H3 -0.851 -12.316 -2.532
H4 -2.103 -11.000 -4.139
H5 -4.413 -10.374 -3.751
H6 -5.530 -11.095 -1.410
H7 -4.259 -12.320 0.145
C7 -1.808 -17.966 3.595
C8 -1.262 -18.566 2.335
C9 -1.537 -17.691 1.235
N2 -1.862 -16.940 0.426
H8 -1.824 -18.758 4.319
H9 -2.763 -17.497 3.369
H10 -1.086 -17.188 3.936
H11 -1.721 -19.478 1.960
H12 -0.164 -18.707 2.449
N3 -3.349 -13.832 -7.251
C10 -3.363 -14.335 -5.973
N4 -4.550 -14.675 -5.449
N5 -2.161 -14.532 -5.398
C11 -2.030 -14.874 -4.187
N6 -1.805 -15.187 -3.106
H13 -4.158 -13.691 -7.785
H14 -2.451 -13.566 -7.613
H15 -5.356 -14.264 -5.817
H16 -4.645 -14.926 -4.382
N7 -5.674 -15.181 -2.598
C12 -4.747 -15.413 -1.975

Properties
charge	+1
orbital gap	9.29	eV
F_max	3.78	eV Å⁻¹
HOMO	-11.71	eV
E	-27693.3803	eV
energy relative to the best compared isomer or geometry (same formula, charge and spin)	68.0	kJ/mol